No. 1
# C5H8O2

An isolated molecule of C5H8O2 (ωB97M-V with the def2-TZVPD basis set, the OMol25 dataset).

Each line ends with the natural charge from an NBO analysis.
Element x y z (Å)
C: -1.608 1.376 -0.157  -0.3610
C: -1.259 0.169 0.279  -0.2188
C: -0.278 -0.108 1.405  -0.1032
O: 0.941 -0.769 1.015  -0.5398
C: 1.563 -0.118 -0.032  -0.0166
C: 1.410 -0.543 -1.281  0.1036
O: 0.746 -1.661 -1.675  -0.6776
H: -1.289 2.287 0.330  0.1909
H: -2.298 1.476 -0.996  0.2023
H: -1.812 -0.661 -0.130  0.2011
H: -0.713 -0.820 2.108  0.1979
H: -0.043 0.829 1.930  0.1717
H: 2.171 0.756 0.197  0.1814
H: 1.848 0.000 -2.099  0.1833
H: 0.620 -2.213 -0.893  0.4848

Computed properties:
SMILES string: C=CCO/C=C\O
Relative energy (zero: lowest compared OMol25 entry of this formula, charge and spin), kJ/mol: 223.1
HOMO-LUMO gap, eV: 9.73
Charge: 0

---

No. 2
# C4H6O3Pm

A structure of composition C4H6O3Pm (ωB97M-V with the def2-TZVPD basis set, the OMol25 dataset).

Each line ends with the Löwdin spin population.
Element x y z (Å)
C: 2.228 -0.013 0.130  0.1005
C: 1.077 -0.800 0.290  0.3512
O: 3.343 -0.500 0.504  0.1694
H: 2.172 0.821 -0.590  0.0006
H: 1.095 -1.795 0.738  0.0109
H: 4.114 0.037 0.249  0.0004
O: -0.081 -0.206 0.000  0.0374
C: -1.276 -0.788 0.157  -0.0734
O: -2.220 0.007 -0.080  0.0137
Pm: -2.367 -3.137 1.269  4.3949
C: -2.042 1.369 -0.584  -0.0055
H: -1.461 1.942 0.143  0.0011
H: -1.525 1.308 -1.546  -0.0011
H: -3.058 1.755 -0.679  -0.0001

Computed properties:
Relative energy (zero: lowest compared OMol25 entry of this formula, charge and spin), kJ/mol: 0.0
Multiplicity: 6
HOMO-LUMO gap (spin up / spin down), eV: 3.58 / 8.94
Charge: +4

---

No. 3
# C6H16

A cluster of 2 separate species, C6H16 in total (ωB97M-V with the def2-TZVPD basis set, the OMol25 dataset).

Each line ends with the natural charge from an NBO analysis.
Element x y z (Å)
C: -0.191 1.783 1.383  -0.6209
C: 0.229 2.356 0.038  -0.6110
H: 0.763 1.648 1.865  0.2135
H: -0.836 2.483 1.909  0.2083
H: -0.782 0.935 1.252  0.2075
H: 0.269 3.467 -0.015  0.2050
H: -0.432 2.176 -0.789  0.2010
H: 1.226 2.052 -0.316  0.2002
C: -0.009 -1.512 -0.644  -0.2240
C: 1.204 -0.743 -1.137  -0.6333
C: 0.194 -1.836 0.881  -0.6085
C: -1.365 -0.842 -0.732  -0.6177
H: -0.089 -2.482 -1.187  0.2006
H: 1.408 -0.760 -2.220  0.2126
H: 1.060 -2.495 0.950  0.2034
H: 0.150 -0.963 1.507  0.2114
H: -0.628 -2.488 1.248  0.2021
H: -1.413 0.264 -0.538  0.2051
H: -1.853 -0.952 -1.712  0.2074
H: -2.127 -1.276 -0.079  0.2069
H: 1.962 -1.186 -0.532  0.2106
H: 1.259 0.367 -1.132  0.2198

Computed properties:
SMILES string: CC(C)C.CC
Relative energy (zero: lowest compared OMol25 entry of this formula, charge and spin), kJ/mol: 119.2
HOMO-LUMO gap, eV: 11.95
Charge: 0

---

No. 4
# CH2O3S2

An isolated molecule of CH2O3S2 (ωB97M-V with the def2-TZVPD basis set, the OMol25 dataset).

Each line ends with the natural charge from an NBO analysis.
Element x y z (Å)
C: -1.038 -0.059 0.294  0.1490
O: -1.869 0.298 1.271  -0.6242
O: -3.583 -0.456 -0.505  -0.8826
O: 0.104 1.053 0.084  -0.7504
S: -0.359 -1.713 0.205  0.0333
S: -2.668 0.600 -0.171  1.4391
H: 0.944 0.573 0.336  0.4692
H: 0.625 -1.286 -0.777  0.1666

Computed properties:
Relative energy (zero: lowest compared OMol25 entry of this formula, charge and spin), kJ/mol: 182.5
HOMO-LUMO gap, eV: 9.91
Charge: 0

---

No. 5
# C18H8Br2ClIMnN2O2

A structure of composition C18H8Br2ClIMnN2O2 (ωB97M-V with the def2-TZVPD basis set, the OMol25 dataset).

Each line ends with the Löwdin spin population.
Element x y z (Å)
Mn: -0.114 -0.004 0.116  3.7878
Cl: -2.028 6.476 -0.242  0.0035
C: -1.179 5.005 0.061  0.0123
C: 0.010 5.026 0.731  -0.0051
C: 0.722 3.834 1.010  0.0142
I: 2.531 3.912 2.017  0.0034
C: 0.216 2.625 0.615  0.0006
O: 0.794 1.426 0.812  0.0572
C: -1.006 2.614 -0.089  0.0083
N: -1.426 1.373 -0.486  -0.0111
C: -2.553 1.244 -1.167  0.0128
C: -3.342 2.353 -1.482  -0.0029
C: -2.936 3.608 -1.096  0.0144
C: -1.734 3.774 -0.382  -0.0008
H: 0.419 5.972 1.057  -0.0006
H: -2.818 0.240 -1.475  0.0000
H: -4.259 2.208 -2.033  -0.0004
H: -3.534 4.477 -1.335  0.0008
Br: -2.138 -3.923 -2.170  0.0039
C: -1.045 -3.845 -0.651  0.0137
C: -0.669 -5.041 0.006  -0.0049
C: 0.135 -5.024 1.109  0.0124
Br: 0.586 -6.642 1.958  0.0028
C: 0.619 -3.791 1.624  -0.0008
C: 1.463 -3.619 2.739  0.0145
C: 1.873 -2.362 3.112  -0.0028
C: 1.452 -1.251 2.376  0.0128
N: 0.648 -1.384 1.333  -0.0110
C: 0.226 -2.628 0.948  0.0082
C: -0.614 -2.633 -0.184  0.0006
O: -0.895 -1.435 -0.724  0.0562
H: -1.033 -5.980 -0.385  -0.0006
H: 1.785 -4.488 3.297  0.0008
H: 2.522 -2.216 3.962  -0.0004
H: 1.771 -0.245 2.615  0.0000

Computed properties:
Relative energy (zero: lowest compared OMol25 entry of this formula, charge and spin), kJ/mol: 0.0
Multiplicity: 5
HOMO-LUMO gap (spin up / spin down), eV: 6.84 / 6.95
Charge: +1

---

No. 6
# C33H39ClN3OS4

A cluster of 2 separate species, C33H39ClN3OS4 in total (ωB97M-V with the def2-TZVPD basis set, the OMol25 dataset).

Each line ends with the Löwdin spin population.
Element x y z (Å)
C: 0.261 -2.685 0.887  0.0000
C: -0.514 -1.750 1.059  0.0000
N: -1.206 -0.618 1.626  0.0000
C: -0.742 0.654 1.084  -0.0001
C: -1.370 1.459 -0.019  0.0001
C: -0.743 2.761 -0.515  -0.0002
C: 0.541 3.306 0.043  0.0002
C: 1.196 2.486 1.202  -0.0002
C: 2.542 3.037 1.805  0.0002
C: 2.628 4.495 2.262  -0.0002
C: 3.994 4.824 2.820  0.0002
C: 5.133 3.870 2.952  -0.0001
N: 5.013 2.560 2.511  0.0002
C: 3.789 2.226 1.972  0.0000
C: 0.558 1.202 1.687  0.0003
S: 1.385 0.238 3.022  -0.0001
S: -2.916 0.841 -0.805  0.0000
C: -3.588 -0.267 0.511  0.0000
C: -5.072 -0.593 0.526  0.0000
C: -6.100 0.000 -0.526  0.0000
C: -7.103 1.020 0.188  0.0000
C: -6.442 2.486 0.270  0.0000
Cl: -7.338 3.429 1.578  0.0000
C: -5.658 -1.530 1.587  0.0000
S: -7.454 -1.992 1.607  0.0000
C: -4.733 -2.093 2.642  0.0000
C: -5.261 -3.091 3.773  0.0000
C: -4.754 -4.589 3.427  0.0000
C: -3.270 -1.733 2.598  0.0000
S: -2.146 -2.442 3.894  0.0000
C: -2.651 -0.820 1.542  0.0000
H: 1.046 -3.467 0.718  0.0000
H: -1.221 3.341 -1.357  0.0000
H: 1.054 4.240 -0.313  0.0000
H: 1.784 5.229 2.167  0.0000
H: 4.163 5.886 3.186  0.0000
H: 6.112 4.202 3.415  0.0000
H: 3.711 1.157 1.590  0.0000
H: 2.516 -0.302 2.410  0.0000
H: -6.692 -0.887 -0.928  0.0000
H: -5.583 0.488 -1.419  0.0000
H: -7.349 0.741 1.254  0.0000
H: -8.084 1.090 -0.374  0.0000
H: -6.481 2.989 -0.738  0.0000
H: -5.366 2.427 0.617  0.0000
H: -7.700 -2.716 0.439  0.0000
H: -4.759 -2.783 4.737  0.0000
H: -6.392 -3.071 3.859  0.0000
H: -4.273 -4.650 2.397  0.0000
H: -5.657 -5.293 3.411  0.0000
H: -4.073 -5.001 4.239  0.0000
H: -2.678 -2.008 5.109  0.0000
C: 5.049 -0.149 -4.465  0.0067
C: 5.029 -0.615 -2.980  0.0343
C: 4.704 -2.123 -2.892  0.0004
C: 3.238 -2.449 -3.147  0.0000
C: 2.349 -1.634 -2.219  0.0005
C: 2.615 -0.120 -2.318  0.0335
N: 4.068 0.226 -2.201  0.0483
O: 4.402 0.131 -0.903  0.8405
C: 2.044 0.395 -3.660  0.0067
C: 1.756 0.600 -1.256  0.0075
C: 6.496 -0.446 -2.517  0.0069
H: 4.877 -0.977 -5.157  0.0014
H: 4.318 0.627 -4.685  0.0004
H: 6.006 0.305 -4.736  0.0006
H: 4.969 -2.500 -1.897  -0.0002
H: 5.325 -2.682 -3.599  0.0007
H: 2.983 -2.267 -4.195  0.0000
H: 3.070 -3.516 -2.974  -0.0001
H: 1.299 -1.848 -2.445  0.0007
H: 2.510 -1.974 -1.189  -0.0003
H: 2.303 1.446 -3.819  0.0003
H: 0.953 0.330 -3.670  0.0023
H: 2.382 -0.178 -4.524  0.0001
H: 1.949 0.234 -0.248  0.0043
H: 0.693 0.428 -1.444  0.0001
H: 1.917 1.679 -1.263  0.0000
H: 6.789 0.608 -2.507  0.0001
H: 7.171 -0.972 -3.197  0.0000
H: 6.674 -0.860 -1.522  0.0039

Computed properties:
Multiplicity: 2
HOMO-LUMO gap (spin up / spin down), eV: 7.67 / 6.31
Charge: 0